A structure of composition C37H46CuN4 at a distorted geometry. Source: the Open Molecules 2025 dataset; level of theory: the ωB97M-V functional and the def2-TZVPD basis.

- E (Eh) = -3296.67754
- frontier orbital gap (alpha / beta) (Ha) = 0.074 / 0.098
- spin multiplicity = 2
- net charge = -2
- max |F| (eV/A) = 3.2

Element x y z (Å)
Cu  -0.314  0.095  -0.336
N  -2.464  0.642  2.725
N  -1.484  2.258  -0.618
C  0.664  -1.530  -1.476
C  -0.757  -1.704  -1.350
C  -1.056  -1.869  0.044
C  -2.390  -2.094  0.659
H  -3.174  -2.111  -0.108
H  -2.627  -1.304  1.390
H  -2.410  -3.060  1.187
C  0.184  -1.798  0.778
C  0.365  -1.844  2.215
H  1.108  -2.589  2.529
H  -0.577  -1.954  2.754
H  0.951  -0.632  2.668
C  1.235  -1.565  -0.171
C  2.668  -1.435  0.191
H  2.788  -0.817  1.090
H  3.245  -0.977  -0.622
H  3.112  -2.418  0.408
C  -1.734  -1.734  -2.472
H  -1.862  -2.753  -2.870
H  -1.397  -1.095  -3.300
H  -2.717  -1.376  -2.143
C  1.400  -1.401  -2.762
H  2.388  -0.949  -2.607
H  0.846  -0.764  -3.463
H  1.550  -2.379  -3.249
C  -2.511  0.981  4.012
H  -3.078  0.302  4.662
C  -1.910  2.140  4.533
H  -2.000  2.355  5.600
C  -1.290  3.019  3.646
H  -0.815  3.939  4.013
C  -1.272  2.696  2.296
H  -0.772  3.318  1.555
C  -1.871  1.493  1.857
C  -1.906  1.064  0.481
H  -2.844  0.612  0.152
C  -0.361  1.809  -1.197
C  -2.103  3.202  -1.400
H  -3.014  3.656  -1.085
C  -1.334  3.391  -2.498
H  -1.438  4.056  -3.331
N  -0.260  2.484  -2.379
C  0.703  2.183  -3.377
C  0.282  1.890  -4.684
C  1.260  1.582  -5.638
H  0.947  1.372  -6.662
C  2.614  1.528  -5.295
C  3.643  1.240  -6.342
H  4.515  0.746  -5.905
H  3.988  2.167  -6.818
H  3.230  0.599  -7.126
C  2.998  1.775  -3.977
H  4.054  1.734  -3.696
C  2.051  2.081  -2.994
C  2.464  2.275  -1.573
H  2.070  3.198  -1.125
H  3.561  2.313  -1.525
H  2.140  1.426  -0.947
C  -1.170  1.805  -5.031
H  -1.686  2.771  -4.949
H  -1.712  1.069  -4.413
H  -1.253  1.473  -6.073
C  -0.892  -1.376  5.619
N  0.031  -0.314  6.114
C  0.149  -0.362  7.599
C  1.407  -0.390  5.420
C  1.569  0.694  4.390
C  1.876  1.994  4.828
C  2.098  3.007  3.899
C  2.083  2.708  2.534
C  1.754  1.412  2.114
C  1.419  0.438  3.039
H  -0.419  -2.350  5.788
H  -1.070  -1.219  4.552
H  -1.838  -1.306  6.167
H  -0.395  0.599  5.865
H  0.549  -1.340  7.890
H  0.829  0.435  7.917
H  -0.845  -0.210  8.034
H  2.148  -0.297  6.226
H  1.482  -1.398  4.993
H  1.945  2.191  5.902
H  2.299  4.025  4.237
H  2.308  3.478  1.792
H  1.752  1.186  1.043

Atoms 1-3, force components in eV/Å:
Cu 1.12 -0.04 -0.07
N -0.50 0.03 0.97
N -0.60 -1.67 1.73